# 1
ORCA calculation (ωB97M-V/def2-TZVPD) on an isolated molecule of C22H29N5O3 at a distorted geometry.

Last column: Mulliken charge in e.
Element x y z (Å)
C1 -3.053 6.655 -3.298  -1.400
C2 -2.306 6.352 -2.005  -0.021
C3 -0.954 7.060 -1.954  -0.626
H1 -0.339 6.738 -2.798  0.317
C4 -0.209 6.784 -0.647  -0.823
N1 0.118 5.384 -0.497  -0.125
C5 -0.436 4.598 0.452  0.366
O1 -1.205 5.014 1.291  -0.664
C6 0.029 3.146 0.398  -0.243
H2 0.991 3.090 0.916  0.278
H3 0.191 2.838 -0.636  0.292
C7 -0.988 2.231 1.092  -1.814
C8 -0.410 0.874 1.370  0.396
C9 -0.524 -0.138 0.439  1.072
N2 0.049 -1.316 0.748  0.906
N3 0.087 -2.438 0.036  -1.627
C10 0.779 -3.279 0.807  -0.292
N4 1.188 -2.750 1.977  -0.621
C11 0.735 -1.515 1.954  0.421
N5 0.843 -0.549 2.847  -0.711
C12 0.292 0.612 2.578  1.379
C13 0.430 1.651 3.643  -1.116
H4 -0.547 1.899 4.056  0.334
H5 1.057 1.254 4.435  0.383
H6 0.871 2.565 3.253  0.271
C14 1.067 -4.646 0.422  -0.331
C15 0.640 -5.121 -0.815  -0.776
C16 0.923 -6.434 -1.169  0.806
C17 1.624 -7.250 -0.286  -0.583
C18 2.047 -6.770 0.949  0.724
C19 1.769 -5.457 1.307  -0.503
H7 2.071 -5.029 2.248  0.700
O2 2.722 -7.658 1.729  -0.455
C20 3.167 -7.229 2.994  -0.827
H8 2.330 -6.925 3.631  0.335
H9 3.876 -6.400 2.910  0.333
H10 3.666 -8.089 3.437  0.235
H11 1.841 -8.268 -0.564  0.476
O3 0.561 -7.014 -2.348  -0.452
C21 -0.150 -6.239 -3.281  -0.829
H12 0.430 -5.371 -3.609  0.329
H13 -1.109 -5.901 -2.875  0.331
H14 -0.331 -6.894 -4.132  0.233
H15 0.100 -4.449 -1.460  0.699
C22 -1.237 -0.049 -0.870  -1.288
H16 -1.121 -0.994 -1.395  0.313
H17 -0.832 0.755 -1.481  0.238
H18 -2.297 0.142 -0.713  0.341
H19 -1.292 2.716 2.020  0.433
H20 -1.874 2.144 0.462  0.377
H21 0.730 4.979 -1.187  0.266
H22 -0.836 7.045 0.208  0.329
H23 0.712 7.375 -0.609  0.349
H24 -1.104 8.137 -2.043  0.349
H25 -2.908 6.668 -1.151  0.320
H26 -2.155 5.273 -1.917  0.139
H27 -4.011 6.141 -3.315  0.386
H28 -2.474 6.330 -4.161  0.333
H29 -3.234 7.723 -3.392  0.341

Values from the calculation:
LUMO ... 0.36 eV
Spin multiplicity ... 1
SMILES ... CCCCNC(=O)CCc1c(C)nc2nc(-c3cc(OC)cc(OC)c3)nn2c1C
Frontier orbital gap ... 8.5 eV
Molar mass ... 411.51 g/mol
Calculated total energy ... -1355.25751 Ha
HOMO energy ... -8.2 eV



# 2
ORCA calculation (ωB97M-V/def2-TZVPD) on a cluster of 2 separate species, C7H7N2 in total at a distorted geometry.

Last column: Mulliken charge in e.
Element x y z (Å)
C1 -2.581 -1.227 0.204  0.255
C2 -2.490 1.036 -0.224  -0.219
C3 1.494 -0.246 0.087  0.197
C4 -0.693 -0.334 -0.380  0.098
C5 -3.427 -0.126 0.133  -0.167
C6 2.756 -0.858 -0.062  -0.377
C7 2.411 0.680 -0.332  -0.481
N1 -1.282 0.835 -0.244  -0.232
N2 -1.419 -1.520 -0.089  -0.258
H1 -2.939 1.901 -0.604  0.462
H2 -4.136 0.070 -0.655  0.359
H3 -3.794 0.236 1.106  0.304
H4 3.229 -1.108 0.841  0.243
H5 3.083 -1.537 -0.857  0.276
H6 2.620 0.999 -1.415  0.257
H7 2.878 1.372 0.281  0.281

Values from the calculation:
LUMO (spin up / spin down) ... -5.92 / -6.02 eV
Spin multiplicity ... 1
Frontier orbital gap (spin up / spin down) ... 6.8 / 6.5 eV
Molar mass ... 119.15 g/mol
Calculated total energy ... -379.79605 Ha
HOMO energy (spin up / spin down) ... -12.7 / -12.5 eV
Net charge ... +1



# 3
ORCA calculation (ωB97M-V/def2-TZVPD) on the ion C3H9N5 with charge +2 at a distorted geometry.

Last column: Mulliken charge in e.
Element x y z (Å)
C1 -2.015 0.950 -0.292  -0.137
C2 1.974 -0.312 -0.454  0.171
C3 -0.302 -0.247 0.601  -0.089
N1 -0.755 1.048 0.120  -0.128
N2 -2.429 -0.300 -0.213  0.009
N3 0.742 -0.671 -0.369  -0.155
N4 2.630 0.464 0.313  -0.243
N5 -1.520 -1.033 0.547  -0.366
H1 -2.610 1.718 -0.647  0.497
H2 2.287 1.132 0.988  0.228
H3 2.660 -0.934 -1.112  0.344
H4 0.035 -0.103 1.575  0.463
H5 -0.243 1.774 -0.331  0.285
H6 -3.260 -0.864 -0.375  0.277
H7 0.471 -1.255 -1.123  0.264
H8 3.614 0.634 0.333  0.271
H9 -1.281 -2.000 0.438  0.309

Values from the calculation:
LUMO ... -7.79 eV
Spin multiplicity ... 1
SMILES ... [NH2+]=CN[C@H]1NC=[NH+]N1
Frontier orbital gap ... 10.5 eV
Molar mass ... 115.14 g/mol
Calculated total energy ... -392.80686 Ha
HOMO energy ... -18.3 eV
Net charge ... +2



# 4
ORCA calculation (ωB97M-V/def2-TZVPD) on a structure of composition C15H28AlBrCl3F6I2KN2O8P3S2Si at a distorted geometry.

Last column: Mulliken charge in e.
Element x y z (Å)
C1 1.982 -4.508 0.009  -0.936
C2 1.444 -5.194 -1.239  -0.906
N1 0.404 -4.391 -1.920  0.547
C3 -0.962 -4.739 -1.460  -0.766
C4 -1.561 -3.765 -0.467  -0.847
C5 0.490 -4.547 -3.318  -0.133
S1 0.477 -6.006 -4.014  -0.169
S2 0.544 -3.162 -4.404  -0.181
C6 1.850 -1.998 -3.854  -0.655
C7 1.504 -0.605 -4.402  -0.455
C8 1.785 0.570 -3.445  -0.919
Si1 0.266 0.972 -2.444  -0.285
C9 -1.236 1.354 -3.563  -0.442
C10 -2.023 0.154 -3.909  0.181
O1 -2.589 -0.585 -3.156  -0.465
Br1 -2.159 -0.201 -5.866  -0.227
P1 0.026 -0.847 -1.192  0.445
N2 1.446 -1.040 -0.524  -0.701
C11 0.523 2.369 -1.195  -1.075
I1 -1.153 2.481 0.125  0.456
C12 0.843 3.771 -1.713  -0.393
C13 1.232 4.336 -0.343  -0.929
I2 -0.742 5.059 -2.423  0.133
H1 1.231 -3.919 0.505  0.098
H2 2.272 -5.283 0.702  0.376
H3 2.813 -3.875 -0.245  0.303
H4 1.081 -6.175 -0.964  0.407
H5 2.260 -5.313 -1.925  0.556
H6 -1.602 -4.771 -2.324  0.582
H7 -0.970 -5.726 -1.018  0.342
H8 -2.273 -4.235 0.189  0.478
H9 -0.823 -3.295 0.159  0.032
H10 -2.075 -2.962 -0.970  0.209
H11 2.019 -2.049 -2.788  0.257
H12 2.722 -2.331 -4.386  0.592
H13 2.033 -0.428 -5.320  0.369
H14 0.461 -0.625 -4.684  -0.075
H15 2.577 0.248 -2.789  0.406
H16 2.116 1.409 -4.044  0.655
H17 -0.914 1.882 -4.440  0.567
H18 -1.894 1.990 -2.989  0.458
H19 -0.976 -0.644 -0.226  0.196
H20 -0.388 -1.885 -2.051  -0.215
H21 1.343 -1.021 0.492  0.395
H22 1.319 2.058 -0.544  0.606
H23 1.592 3.791 -2.484  0.635
H24 1.314 3.391 0.219  -0.018
H25 2.065 5.018 -0.256  0.361
H26 0.336 4.791 0.044  0.578
F1 -5.438 3.521 2.558  -0.335
P2 -4.043 4.391 2.670  1.009
F2 -3.040 4.376 3.982  -0.323
F3 -4.897 5.355 3.711  -0.342
F4 -3.426 2.878 2.375  -0.316
F5 -2.695 4.913 1.827  -0.324
F6 -4.717 5.359 1.493  -0.350
Al1 1.129 2.615 2.029  0.551
C14 -0.908 -0.795 3.018  0.694
O2 -0.986 -0.377 4.184  -0.737
O3 -2.184 -0.969 2.415  -0.460
O4 0.099 -1.051 2.329  -0.724
H27 -2.672 -0.681 3.203  0.273
C15 2.063 6.555 4.652  -0.028
Cl1 3.482 5.486 4.951  -0.174
Cl2 0.811 5.627 3.856  0.002
Cl3 1.506 7.241 6.154  -0.073
H28 2.377 7.356 3.997  0.293
O5 -1.630 -2.171 6.983  -0.464
P3 -0.449 -3.071 6.648  0.919
O6 -0.589 -4.441 7.306  -0.574
O7 0.826 -2.412 7.165  -0.557
O8 -0.423 -3.289 5.141  -0.321
K1 5.770 4.063 4.210  0.935

Values from the calculation:
LUMO ... -1.70 eV
Spin multiplicity ... 1
Frontier orbital gap ... 3.0 eV
Molar mass ... 1169.68 g/mol
Calculated total energy ... -9401.18391 Ha
HOMO energy ... -4.7 eV
Net charge ... -1



# 5
ORCA calculation (ωB97M-V/def2-TZVPD) on a structure of composition C28H27CdF6N8O7PS2 at a distorted geometry.

Last column: Mulliken charge in e.
Element x y z (Å)
Cd1 -0.001 -0.695 0.034  3.694
C1 4.360 -3.476 -1.468  -0.882
N1 2.927 -3.376 -1.283  0.441
C2 2.023 -4.362 -0.903  -0.725
C3 0.800 -3.792 -0.840  -0.341
N2 0.844 -2.470 -1.264  -0.677
C4 2.185 -2.181 -1.488  0.244
P1 2.860 -0.636 -2.057  -0.396
C5 1.463 0.076 -3.054  -0.384
N3 0.264 0.270 -2.353  0.259
C6 -0.660 0.636 -3.313  -0.430
C7 -0.112 0.762 -4.528  -0.541
N4 1.220 0.281 -4.402  0.222
C8 2.314 0.345 -5.326  -0.858
C9 2.910 0.622 -0.766  -0.168
N5 1.946 0.645 0.177  0.445
C10 2.292 1.635 1.082  -0.900
C11 3.481 2.198 0.711  -1.012
N6 3.868 1.526 -0.496  0.293
C12 5.187 1.778 -1.075  -0.867
H1 4.812 -4.117 -0.731  0.363
H2 4.743 -2.471 -1.285  0.325
H3 4.624 -3.851 -2.481  0.311
H4 2.171 -5.400 -0.589  0.403
H5 -0.137 -4.302 -0.612  0.459
H6 -1.667 0.881 -3.023  0.214
H7 -0.625 0.996 -5.507  0.354
H8 1.875 0.529 -6.350  0.341
H9 2.818 -0.624 -5.272  0.313
H10 3.068 1.161 -5.103  0.251
H11 1.692 1.750 2.002  0.763
H12 4.101 3.024 1.059  0.412
H13 5.981 1.299 -0.423  0.302
H14 5.367 2.911 -1.072  0.306
H15 5.286 1.369 -2.132  0.315
F1 -0.428 -0.759 5.635  -0.202
C13 0.921 -0.730 5.843  0.557
F2 1.384 -1.934 6.294  -0.203
F3 1.219 0.177 6.811  -0.233
S1 1.742 -0.073 4.228  1.068
O1 0.637 0.376 3.387  -0.513
O2 2.804 0.878 4.488  -0.680
N7 2.465 -1.428 3.764  -0.549
S2 2.293 -2.183 2.350  1.067
O3 3.439 -2.042 1.460  -0.632
O4 0.973 -2.058 1.714  -0.910
C14 2.396 -3.952 3.002  0.406
F4 3.689 -4.376 3.181  -0.226
F5 1.720 -4.118 4.131  -0.182
F6 1.877 -4.721 2.049  -0.193
O5 -3.404 1.018 1.960  -0.700
C15 -2.697 0.316 1.265  0.199
O6 -1.463 0.615 0.908  -0.802
C16 -3.364 -0.890 0.694  0.274
C17 -4.698 -1.236 1.047  -0.732
C18 -5.374 -2.261 0.334  -0.213
C19 -4.663 -3.047 -0.587  -0.836
C20 -3.359 -2.719 -0.792  -0.200
N8 -2.747 -1.634 -0.236  -0.088
H16 -5.177 -0.599 1.786  0.473
H17 -6.425 -2.446 0.506  0.413
H18 -5.154 -3.793 -1.192  0.401
H19 -2.708 -3.307 -1.481  0.395
C21 -1.126 3.601 1.171  -1.168
C22 -1.756 3.517 -0.225  0.520
O7 -1.125 3.402 -1.268  -0.625
C23 -3.267 3.629 -0.143  0.861
C24 -4.008 3.074 -1.218  -0.279
C25 -5.370 3.264 -1.270  -0.513
C26 -6.007 4.083 -0.311  -0.523
C27 -5.277 4.610 0.720  -0.715
C28 -3.901 4.399 0.787  -0.135
H20 -0.077 3.386 1.018  0.072
H21 -1.568 2.884 1.883  0.360
H22 -1.192 4.548 1.716  0.519
H23 -3.417 2.476 -1.928  0.238
H24 -5.983 2.821 -2.021  0.411
H25 -7.095 4.042 -0.297  0.327
H26 -5.700 5.336 1.415  0.369
H27 -3.311 4.913 1.553  0.271

Values from the calculation:
LUMO ... -0.27 eV
Spin multiplicity ... 1
Frontier orbital gap ... 8.7 eV
Molar mass ... 909.08 g/mol
Calculated total energy ... -3952.55905 Ha
HOMO energy ... -8.9 eV



# 6
ORCA calculation (ωB97M-V/def2-TZVPD) on a cluster of 7 separate species, C14H37FO11 in total at a distorted geometry.

Last column: Mulliken charge in e.
Element x y z (Å)
C1 -1.657 4.185 -0.753  -1.338
C2 -0.919 2.911 -0.379  0.035
O1 -1.873 1.914 -0.026  -0.352
C3 -1.310 0.835 0.689  -0.247
C4 -2.244 -0.355 0.575  -0.013
O2 -2.532 -0.801 -0.753  -0.377
C5 -1.544 -1.489 -1.399  -0.360
O3 -0.469 -0.597 -1.833  0.133
C6 -0.267 -0.770 -3.155  0.398
O4 0.377 -0.059 -3.840  -0.590
O5 -0.957 -1.838 -3.603  -0.405
C7 -2.060 -2.074 -2.720  1.296
C8 -3.320 -1.457 -3.265  -1.341
F1 -2.195 -3.422 -2.609  -0.348
H1 -0.963 5.032 -0.798  0.387
H2 -2.153 4.094 -1.726  0.306
H3 -2.420 4.400 0.004  0.301
H4 -0.317 2.535 -1.221  0.090
H5 -0.246 3.099 0.473  0.364
H6 -0.294 0.618 0.334  0.131
H7 -1.256 1.056 1.768  0.513
H8 -1.883 -1.189 1.197  0.458
H9 -3.199 -0.022 0.991  -0.335
H10 -1.083 -2.257 -0.758  0.331
H11 -3.270 -0.366 -3.198  0.277
H12 -3.414 -1.757 -4.314  0.426
H13 -4.187 -1.814 -2.703  0.349
C9 -6.432 -0.506 2.466  -0.618
O6 -5.318 0.370 2.336  -0.419
H14 -6.534 -0.729 3.525  0.223
H15 -7.355 -0.039 2.116  0.275
H16 -6.277 -1.442 1.924  0.269
H17 -5.223 0.598 1.405  0.240
C10 -2.540 2.888 4.458  -0.560
O7 -2.227 1.566 4.043  -0.475
H18 -1.693 3.246 5.039  0.250
H19 -2.688 3.558 3.606  0.215
H20 -3.432 2.916 5.089  0.285
H21 -2.980 1.229 3.543  0.247
C11 3.211 0.891 -2.097  0.195
O8 3.331 -0.288 -2.890  -0.527
H22 3.967 0.862 -1.317  -0.133
H23 3.367 1.789 -2.700  0.333
H24 2.223 0.953 -1.628  -0.159
H25 2.650 -0.229 -3.571  0.306
C12 6.067 0.657 0.988  -0.341
O9 5.286 1.756 0.527  -0.521
H26 5.539 -0.251 0.714  0.015
H27 7.055 0.639 0.521  0.275
H28 6.186 0.673 2.074  0.295
H29 5.740 2.571 0.759  0.275
C13 2.014 -2.814 -0.991  -0.550
O10 1.767 -1.896 0.070  -0.520
H30 2.487 -3.689 -0.550  0.319
H31 1.090 -3.135 -1.484  0.203
H32 2.689 -2.375 -1.729  0.253
H33 1.407 -1.094 -0.324  0.247
C14 5.104 -3.286 1.397  -0.212
O11 6.307 -2.613 1.045  -0.504
H34 4.889 -3.037 2.433  0.251
H35 4.261 -2.955 0.787  -0.127
H36 5.209 -4.372 1.314  0.319
H37 6.507 -2.820 0.127  0.287

Values from the calculation:
LUMO ... 0.45 eV
Spin multiplicity ... 1
SMILES ... CCOCCO[C@@H]1OC(=O)O[C@@]1(C)F.CO.CO.CO.CO.CO.CO
Frontier orbital gap ... 10.3 eV
Molar mass ... 400.44 g/mol
Calculated total energy ... -1483.03552 Ha
HOMO energy ... -9.9 eV



- calculated total energy of number 4 (C15H28AlBrCl3F6I2KN2O8P3S2Si)?
  -9401.18391 Ha